[1]
A cluster of 2 separate species, C2H2O3 in total, computed with ωB97M-V/def2-TZVPD.

Computed properties:
E_tot: -303.0545 Ha
Energy above the lowest of the compared OMol25 structures with the same formula, charge and spin: 199.2 kJ/mol
Molar mass: 74.035 g/mol

Geometry as ORCA input:
```
! RIJCOSX wB97M-V def2-TZVPD def2/J DEFGRID3
* xyz 0 1
C 3.890 -0.001 0.005
C 0.288 -0.128 0.033
O 4.085 1.126 -0.019
O 3.731 -1.133 0.031
O -0.958 0.252 0.031
H 0.270 -1.173 -0.352
H -1.053 1.169 0.346
*
```


[2]
A cluster of 2 separate species, C2H5BrOS in total, computed with ωB97M-V/def2-TZVPD.

Computed properties:
SMILES string: CC(=O)S.Br
E_tot: -3126.6172 Ha
Energy above the lowest of the compared OMol25 structures with the same formula, charge and spin: 39.8 kJ/mol
Molar mass: 157.032 g/mol

Geometry as ORCA input:
```
! RIJCOSX wB97M-V def2-TZVPD def2/J DEFGRID3
* xyz 0 1
C -0.525 2.051 2.009
C 0.343 1.405 1.074
O 1.307 0.758 1.273
S -0.191 1.571 -0.615
H -1.560 1.630 2.194
H -0.053 2.187 3.042
H -0.834 3.147 1.797
H -0.683 2.764 -0.573
Br -4.813 -0.088 -0.281
H -4.328 1.105 -0.710
*
```


[3]
A cluster of 3 separate species, C7H13Cl4F5OPS in total, computed with ωB97M-V/def2-TZVPD.

Computed properties:
E_tot: -3429.1659 Ha
Energy above the lowest of the compared OMol25 structures with the same formula, charge and spin: 0.0 kJ/mol
Molar mass: 413.023 g/mol

Geometry as ORCA input:
```
! RIJCOSX wB97M-V def2-TZVPD def2/J DEFGRID3
* xyz 1 1
C -0.640 -0.194 0.791
P -2.373 0.163 0.510
O -2.217 1.686 0.027
S -2.553 -0.766 -1.591
C -2.271 -2.603 -1.404
F -3.100 -3.172 -2.280
F -2.641 -2.928 -0.159
C -0.793 -3.106 -1.690
F -0.140 -3.254 -0.540
F -0.844 -4.256 -2.322
F -0.120 -2.214 -2.454
H 0.028 0.439 0.206
H -0.448 -0.083 1.858
H -0.451 -1.232 0.519
H -3.059 2.167 0.088
H -1.456 -0.387 -2.305
Cl 3.351 2.640 -3.606
C 3.231 0.938 -3.112
C 2.057 0.249 -3.755
Cl 0.499 0.912 -3.148
H 3.167 0.908 -2.028
H 4.146 0.438 -3.425
H 2.068 -0.814 -3.523
H 2.052 0.380 -4.833
Cl -1.024 2.515 3.347
C -0.329 2.135 4.951
C 1.035 1.508 4.826
Cl 0.927 -0.105 4.068
H -1.025 1.475 5.460
H -0.257 3.070 5.501
H 1.481 1.376 5.809
H 1.697 2.114 4.214
*
```


| no. | gap between HOMO and LUMO (eV) |
| --- | --- |
| 1 | 9.544 |
| 2 | 10.361 |
| 3 | 9.229 |